1.
Density functional theory data (ωB97M-V/def2-TZVPD) for C6H7FN2 in the gas phase in a non-equilibrium geometry.

## Properties
Max |F| = 3.37 eV/Å
E_HOMO = -9.1 eV
SMILES string = C=C[C@H](F)n1ccnc1
LUMO energy = 0.774 eV
HOMO-LUMO gap = 9.9 eV

Geometry as XYZ:
```
16
Properties=species:S:1:pos:R:3:forces:R:3:nbo_charge:R:1
C 0.84793 -1.39575 -2.07038 -1.553 1.001 -2.354 -0.337
C 1.12361 -0.41759 -1.22052 -0.067 -2.646 -1.283 -0.278
C 0.91450 -0.61725 0.20817 1.923 0.601 2.458 0.345
F 0.45783 -1.92621 0.54235 0.670 1.359 -0.622 -0.361
N -0.06646 0.32424 0.69330 0.429 -0.251 -1.116 -0.384
C -1.12460 0.94222 0.04869 0.164 -0.128 -0.294 -0.110
C -1.81727 1.57982 1.03038 -0.141 0.491 0.149 -0.084
N -1.19873 1.38522 2.24416 -0.107 -0.316 0.544 -0.449
C -0.17228 0.61672 1.99039 -0.631 -0.497 0.507 0.184
H 0.79989 -1.15787 -3.15767 0.923 -0.044 0.750 0.195
H 0.24774 -2.26613 -1.94510 0.137 -0.782 1.094 0.210
H 1.58943 0.39965 -1.69677 0.418 1.391 0.495 0.237
H 2.00249 -0.44218 0.79572 -3.094 -0.557 -1.211 0.192
H -1.24138 0.89206 -1.01477 -0.104 -0.042 -0.143 0.227
H -2.74261 2.16833 0.96432 0.712 -0.311 -0.089 0.216
H 0.37992 -0.08527 2.58774 0.321 0.732 1.115 0.197
```
Positions in Å, forces in eV/Å.



2.
Density functional theory data (ωB97M-V/def2-TZVPD) for 2 unconnected molecules or ions with the total composition C6H7FO in a non-equilibrium geometry.

## Properties
Max |F| = 4.36 eV/Å
E_HOMO = -8.7 eV
LUMO energy = -0.079 eV
HOMO-LUMO gap = 8.7 eV

Geometry as XYZ:
```
15
Properties=species:S:1:pos:R:3:forces:R:3:nbo_charge:R:1
C 3.61496 0.34786 -0.15714 0.534 -0.184 -0.046 -0.590
C -0.57233 -0.08991 0.30040 -1.017 -0.295 -0.036 -0.407
C -1.80194 0.27509 -0.08525 0.306 0.032 0.075 -0.020
C 2.45909 -0.24431 -0.03272 -3.977 1.412 0.518 0.299
C 0.50400 0.82954 0.13177 4.328 0.066 -0.528 0.642
C -3.00765 -0.58204 -0.01681 -0.035 -0.117 0.040 -0.659
O 0.62036 2.00184 0.03697 -0.508 -0.869 0.075 -0.491
F 2.24278 -1.56192 0.10076 0.408 -0.073 -0.073 -0.360
H 4.54625 -0.20399 -0.18018 0.021 -0.116 -0.017 0.212
H 3.66840 1.41724 -0.23825 -0.166 0.239 -0.009 0.229
H -0.35794 -1.07514 0.68220 0.128 -0.076 0.014 0.243
H -1.94316 1.26509 -0.50315 0.113 0.099 -0.009 0.210
H -3.84693 -0.01209 0.38105 -0.048 -0.032 0.021 0.233
H -2.83935 -1.46017 0.60118 -0.033 -0.081 0.003 0.222
H -3.28654 -0.90709 -1.02085 -0.054 -0.006 -0.029 0.238
```
Positions in Å, forces in eV/Å.



3.
Density functional theory data (ωB97M-V/def2-TZVPD) for a molecular structure, C6H7HgLiO6 in a non-equilibrium geometry.

## Properties
Max |F| = 7.33 eV/Å
Spin multiplicity = 2
E_HOMO (alpha / beta) = -11.5 / -11.5 eV
Total charge = +1
LUMO energy (alpha / beta) = -4.519 / -6.995 eV
HOMO-LUMO gap (alpha / beta) = 7.0 / 4.5 eV
⟨S²⟩ = 0.75

Geometry as XYZ:
```
21
Properties=species:S:1:pos:R:3:forces:R:3:nbo_charge:R:1
Li 2.86859 -0.48389 2.25678 -0.367 -0.423 -0.539 0.958
O 1.86997 -1.47091 0.96903 0.102 -0.595 4.627 -0.925
O -0.31769 -0.52255 0.79379 0.146 0.141 0.287 -0.535
C -0.66077 0.14153 2.00531 -0.268 0.001 0.309 -0.104
C 0.34198 1.28795 2.04075 -0.363 0.480 0.023 -0.102
O 1.48416 0.73427 1.38057 -0.003 -0.070 0.023 -0.604
C 1.07502 -0.45665 0.67989 2.215 -2.929 -0.997 0.736
H -1.70126 0.47319 1.93887 0.258 -0.087 0.052 0.218
H -0.53667 -0.53799 2.86144 -0.061 0.131 -0.208 0.188
H 0.62469 1.58690 3.05650 -0.102 -0.030 -0.257 0.202
H -0.01425 2.16138 1.47675 0.109 -0.211 0.179 0.198
Hg -4.44722 0.21438 -3.44497 1.055 0.050 0.451 0.863
O -2.23515 1.31425 -2.34682 0.192 0.118 -0.180 -0.675
O -0.25200 0.33857 -2.01280 0.673 -1.099 -0.638 -0.424
C 0.37224 -0.73843 -1.62538 -2.589 4.714 2.206 0.492
C 1.54220 -0.52812 -0.77224 -1.903 -0.594 -7.054 -0.449
O -2.06616 -0.86355 -2.75096 0.305 -0.336 -0.189 -0.727
C -1.63448 0.24366 -2.42511 -1.891 0.011 -0.342 0.944
H -0.22733 -1.65420 -1.56577 0.299 0.007 -0.555 0.241
H 2.18118 0.32302 -1.02117 -0.314 -0.244 -0.421 0.268
H 1.73298 -1.56283 -1.49446 2.506 0.964 3.221 0.237
```
Positions in Å, forces in eV/Å.



4.
Density functional theory data (ωB97M-V/def2-TZVPD) for a molecular structure, C6H7HgMgO6 in a non-equilibrium geometry.

## Properties
Max |F| = 3.22 eV/Å
Spin multiplicity = 3
E_HOMO (alpha / beta) = -11.3 / -10.4 eV
Total charge = +1
LUMO energy (alpha / beta) = -4.243 / -6.728 eV
HOMO-LUMO gap (alpha / beta) = 7.1 / 3.7 eV
⟨S²⟩ = 2.90

Geometry as XYZ:
```
21
Properties=species:S:1:pos:R:3:forces:R:3:nbo_charge:R:1
Mg 1.28064 -3.08953 0.28557 -0.015 0.434 0.093 0.990
O 0.96594 -1.03384 0.48598 2.183 -1.127 -0.764 -0.734
O 0.32177 -0.06087 -1.60152 -0.019 -0.081 0.311 -0.485
C 0.59071 -0.88502 -2.73849 0.185 -0.080 -0.330 -0.106
C -0.27629 -2.10558 -2.47017 -0.269 -0.053 -0.515 -0.104
O -0.27422 -2.16607 -1.03261 0.078 0.072 0.245 -0.607
C 0.07031 -0.87521 -0.53440 0.529 0.135 0.814 0.703
H 0.30539 -0.33353 -3.63912 0.104 -0.132 0.245 0.232
H 1.66001 -1.13803 -2.77331 -0.223 0.081 -0.014 0.192
H 0.14093 -3.03930 -2.86022 -0.127 0.221 0.076 0.218
H -1.30820 -1.97455 -2.82009 0.269 -0.047 0.109 0.209
Hg 0.94597 5.23652 4.22635 -0.132 -1.407 -0.675 0.824
O 1.19093 2.53908 3.61442 0.653 0.073 0.545 -0.676
O -0.04655 1.15582 2.37352 1.994 -0.033 0.165 -0.480
C -0.74930 0.96782 1.25806 -0.730 0.674 0.886 0.052
C -0.69951 -0.34251 0.61507 -3.009 1.140 0.078 -0.317
O -0.32453 3.43246 2.26376 0.036 -0.379 -0.371 -0.735
C 0.32132 2.49069 2.73891 -1.262 1.427 0.624 0.952
H -1.72879 1.45640 1.38132 0.135 0.313 -0.413 0.231
H -1.15166 -1.09791 1.27310 -0.263 -0.030 -0.640 0.264
H -1.23487 0.86316 -0.04612 -0.117 -1.199 -0.468 0.379
```
Positions in Å, forces in eV/Å.



5.
Density functional theory data (ωB97M-V/def2-TZVPD) for C6H7IN4 in the gas phase in a non-equilibrium geometry.

## Properties
Max |F| = 4.55 eV/Å
E_HOMO = -7.7 eV
LUMO energy = 0.408 eV
HOMO-LUMO gap = 8.2 eV

Geometry as XYZ:
```
18
Properties=species:S:1:pos:R:3:forces:R:3:nbo_charge:R:1
C 0.57233 0.34270 -1.99056 0.297 0.446 4.518 0.091
C -0.29463 1.10450 -1.20815 -1.873 1.586 -0.689 -0.078
C 0.49070 -1.01899 1.23382 0.212 -0.760 1.339 -0.205
C -0.55833 -0.40920 1.90490 0.338 -0.235 -0.754 0.158
C 1.11075 0.54970 -3.30010 -0.261 3.712 -0.531 -0.637
C -1.05208 -0.82397 3.25778 0.059 -1.424 -1.315 -0.640
N 1.11846 -0.55071 -1.12190 1.449 -1.339 -1.230 -0.283
N -1.13104 0.54538 1.14975 0.862 0.738 -0.543 -0.314
N 0.56355 -0.39509 0.03450 0.629 -0.509 0.332 0.088
N -0.29596 0.58661 0.04559 -1.947 -0.034 0.678 -0.007
I -1.70637 2.67013 -1.37870 0.758 -0.625 -0.469 0.191
H 1.17942 -1.75008 1.63144 -0.041 0.035 -0.591 0.236
H 0.36990 1.29424 -3.65147 0.459 -0.328 -0.836 0.227
H 2.10373 1.09259 -3.38647 -1.002 -1.152 0.403 0.240
H 1.00744 -0.32433 -3.83337 0.300 -1.797 -1.601 0.235
H -1.39852 -1.89925 3.15401 0.242 1.244 0.346 0.229
H -1.87927 -0.19656 3.52775 -0.215 0.247 0.537 0.239
H -0.20008 -0.81767 3.93115 -0.266 0.199 0.408 0.230
```
Positions in Å, forces in eV/Å.



6.
Density functional theory data (ωB97M-V/def2-TZVPD) for C6H7IO2 in the gas phase in a non-equilibrium geometry.

## Properties
Max |F| = 5.13 eV/Å
E_HOMO = -8.6 eV
SMILES string = C[C@@](O)(I)c1ccco1
LUMO energy = 0.061 eV
HOMO-LUMO gap = 8.7 eV

Geometry as XYZ:
```
16
Properties=species:S:1:pos:R:3:forces:R:3:nbo_charge:R:1
C -1.40233 -1.43057 0.37679 -3.219 3.583 1.774 -0.639
C -0.93852 -0.42181 -0.65339 -1.084 -2.086 0.038 0.243
O -0.44787 -1.11802 -1.74377 0.687 0.597 -0.985 -0.706
I -2.72032 0.79692 -1.37138 0.630 -0.243 0.349 -0.039
C 0.15117 0.32855 -0.10939 0.910 2.276 -0.163 0.177
C 1.21239 0.95403 -0.71030 -1.451 -0.064 1.311 -0.246
C 1.88752 1.62447 0.30492 1.123 -1.845 1.473 -0.313
C 1.35515 1.18794 1.48346 -0.616 2.426 1.471 0.108
O 0.16279 0.56272 1.25835 1.188 -0.390 -1.107 -0.402
H -1.92170 -2.17762 -0.10294 -1.472 -1.726 -0.986 0.205
H -2.08843 -0.96814 1.22317 1.354 -0.868 -1.878 0.237
H -0.59255 -1.81428 0.85436 2.514 -1.226 1.325 0.219
H -0.75876 -2.02093 -1.80888 -0.477 -0.057 0.217 0.485
H 1.64284 1.06479 -1.65118 -0.386 -0.551 -1.857 0.237
H 2.89777 1.88153 0.11828 0.662 1.072 0.367 0.224
H 1.56087 1.55042 2.53190 -0.362 -0.895 -1.347 0.210
```
Positions in Å, forces in eV/Å.



7.
Density functional theory data (ωB97M-V/def2-TZVPD) for a molecular structure, C6H7KO7 in a non-equilibrium geometry.

## Properties
Max |F| = 5.43 eV/Å
Spin multiplicity = 2
E_HOMO (alpha / beta) = -2.9 / -4.0 eV
Total charge = -1
LUMO energy (alpha / beta) = -0.116 / -0.116 eV
HOMO-LUMO gap (alpha / beta) = 2.7 / 3.9 eV
⟨S²⟩ = 0.77

Geometry as XYZ:
```
21
Properties=species:S:1:pos:R:3:forces:R:3:nbo_charge:R:1
C -0.02400 -0.14516 -0.63283 1.992 0.077 1.857 -0.178
C -1.34733 -0.33475 0.08659 -0.943 -1.036 -0.348 -0.090
O -2.17384 0.79037 -0.19516 0.758 0.245 -0.382 -0.535
C -3.38988 0.84372 0.36658 -1.785 0.174 1.181 0.958
O -3.80556 -0.10483 1.07727 0.156 -0.569 0.047 -0.851
O -4.05246 1.89285 0.16744 -0.196 0.415 -0.408 -0.851
H 0.22380 0.91662 -0.46992 0.026 0.153 -0.495 0.219
H 1.20854 -0.15915 -1.44725 -0.421 -0.139 -0.604 0.168
H -1.16801 -0.42195 1.16829 0.186 0.326 -0.067 0.175
H -1.88155 -1.25365 -0.18621 0.195 0.299 -0.019 0.199
C 1.10228 -1.07434 -0.29781 1.490 2.848 4.378 -0.292
C 2.39561 -0.60294 0.25707 -1.029 0.929 -0.090 0.190
O 2.68396 0.71385 0.28872 -1.850 -1.536 -0.669 -0.536
C 4.03001 1.15440 0.36548 2.576 0.429 -1.004 0.940
O 4.78421 0.53004 1.12014 -0.574 -0.194 0.331 -0.773
O 4.26655 2.07217 -0.43097 -0.502 -0.051 0.549 -0.745
H 3.15515 -1.28521 0.63834 -0.114 0.118 -0.163 0.185
H 0.79084 -1.81062 0.47207 0.010 -1.052 -1.362 0.195
K -7.13967 1.30517 1.60707 1.321 -0.110 -0.422 0.983
O -0.07604 -1.66271 -1.59348 -1.344 -1.157 -1.962 -0.814
H 0.41741 -1.36386 -2.36143 0.049 -0.171 -0.349 0.452
```
Positions in Å, forces in eV/Å.



8.
Density functional theory data (ωB97M-V/def2-TZVPD) for a molecular structure, C6H7LiNaO6 in a non-equilibrium geometry.

## Properties
Max |F| = 5.99 eV/Å
Spin multiplicity = 2
E_HOMO (alpha / beta) = -7.0 / -7.7 eV
LUMO energy (alpha / beta) = -0.626 / -0.633 eV
HOMO-LUMO gap (alpha / beta) = 6.3 / 7.1 eV
⟨S²⟩ = 1.03

Geometry as XYZ:
```
21
Properties=species:S:1:pos:R:3:forces:R:3:nbo_charge:R:1
Li 0.00894 0.77816 0.81564 0.329 -0.573 0.140 0.903
O -0.29252 -0.97872 1.69289 -0.846 0.604 0.560 -0.702
O -2.36108 -1.29496 0.80373 -0.269 -0.130 -0.355 -0.523
C -2.95790 -0.01987 1.20662 -0.716 0.671 0.630 -0.107
C -2.80175 1.07902 0.16480 -0.540 -0.179 0.192 -0.058
O -1.48347 1.33591 0.00805 1.318 0.429 -0.851 -1.095
C -1.14838 -1.61741 1.13285 1.124 0.331 -0.044 0.826
H -4.01506 -0.25043 1.37711 0.236 -0.106 0.057 0.194
H -2.49125 0.31762 2.14174 -0.056 -0.273 -0.163 0.185
H -3.31796 2.01244 0.47651 -0.273 -0.526 0.436 0.149
H -3.36802 0.77084 -0.73899 0.467 -0.090 -0.104 0.137
Na -0.05921 2.21224 -1.28718 -0.004 0.122 -0.280 0.969
O 1.61398 1.34654 -0.19081 -0.824 5.848 0.975 -0.881
O 1.86456 -0.56662 -0.50392 -2.368 -4.690 -1.644 -0.591
C 2.06984 -1.89431 -0.41007 0.391 1.693 1.526 0.238
C 0.94380 -2.65660 -0.00426 0.656 -1.395 -1.098 -0.587
O 3.76407 0.55124 -0.63696 -0.203 1.824 0.298 -0.639
C 2.57434 0.63814 -0.44233 1.930 -3.661 -0.776 0.992
H 3.12362 -2.16637 -0.35738 0.047 -0.072 0.739 0.166
H 0.42553 -3.18552 -0.81166 -0.836 0.775 0.422 0.223
H 1.09559 -3.25295 0.90179 0.437 -0.604 -0.661 0.203
```
Positions in Å, forces in eV/Å.



9.
Density functional theory data (ωB97M-V/def2-TZVPD) for a molecular structure, C6H7LiO6Rb in a non-equilibrium geometry.

## Properties
Max |F| = 2.58 eV/Å
E_HOMO = -12.4 eV
Total charge = +1
LUMO energy = -4.045 eV
HOMO-LUMO gap = 8.4 eV

Geometry as XYZ:
```
21
Properties=species:S:1:pos:R:3:forces:R:3:nbo_charge:R:1
O 4.03981 0.03396 1.44685 0.125 0.740 -0.253 -0.747
C 3.03073 0.44694 0.85679 0.514 -1.078 0.953 0.984
O 2.69715 1.66513 0.80097 0.534 0.288 0.044 -0.940
O 2.23694 -0.48908 0.27270 -0.448 0.629 -0.839 -0.511
C 0.94929 -0.63494 0.73579 -1.704 -1.600 1.093 0.311
C 0.67064 -0.66312 2.04236 0.808 0.383 0.325 -0.493
Li 4.42155 1.92632 1.84292 -0.128 -0.719 -0.262 0.962
H 1.43911 -0.37551 2.76292 -0.151 -0.177 -0.078 0.202
H -0.22020 -1.12887 2.46356 -0.033 0.561 -0.423 0.232
Rb 0.90013 3.36003 0.75243 -0.897 0.548 -0.115 0.993
C -0.12016 -1.15555 -0.23267 1.417 -0.080 -0.717 -0.487
C -1.28837 -0.21336 -0.42767 -0.371 0.139 0.214 -0.044
O -2.01181 -0.71664 -1.55505 0.575 -0.324 -0.052 -0.498
C -2.95636 0.05561 -2.06286 -0.548 0.803 0.165 0.983
O -3.42789 1.03527 -1.53491 0.283 -0.185 -0.046 -0.649
O -3.29256 -0.40900 -3.25943 -0.046 -0.355 -0.153 -0.656
H -0.48710 -2.14600 0.07383 0.184 0.371 0.100 0.246
H 0.38597 -1.31101 -1.19797 -0.310 0.072 0.131 0.243
H -0.96695 0.81702 -0.63516 -0.023 -0.174 -0.027 0.159
H -1.95334 -0.19278 0.44656 0.192 0.055 -0.171 0.201
H -4.04657 0.09557 -3.59199 0.026 0.103 0.110 0.508
```
Positions in Å, forces in eV/Å.



10.
Density functional theory data (ωB97M-V/def2-TZVPD) for C6H7N in the gas phase in a non-equilibrium geometry.

## Properties
Max |F| = 1.10 eV/Å
E_HOMO = -9.8 eV
SMILES string = N#CC1CC=CC1
LUMO energy = 0.876 eV
HOMO-LUMO gap = 10.6 eV

Geometry as XYZ:
```
14
Properties=species:S:1:pos:R:3:forces:R:3:nbo_charge:R:1
N -0.96348 -2.93033 -0.82090 0.093 1.003 0.453 -0.333
C -0.88052 -1.87808 -0.34622 -0.074 -0.865 -0.386 0.294
C -0.76932 -0.54010 0.24424 -0.061 -0.012 0.044 -0.328
C -0.74954 0.57314 -0.84889 -0.035 0.010 -0.056 -0.419
C 0.54425 1.30043 -0.59417 0.095 -0.035 0.109 -0.187
C 1.22843 0.79903 0.42827 -0.062 0.068 -0.119 -0.187
C 0.54138 -0.37477 1.07537 0.022 -0.034 0.053 -0.419
H -1.64034 -0.40890 0.89327 0.119 -0.032 -0.093 0.251
H -0.78893 0.14839 -1.85828 0.012 0.056 0.144 0.228
H -1.61791 1.23501 -0.74966 0.133 -0.093 -0.019 0.219
H 0.85957 2.14208 -1.20443 -0.034 -0.123 0.112 0.218
H 2.18552 1.17166 0.78245 -0.148 -0.048 -0.074 0.218
H 1.15917 -1.27951 1.04466 -0.095 0.129 -0.017 0.228
H 0.31398 -0.18452 2.13076 0.035 -0.025 -0.151 0.219
```
Positions in Å, forces in eV/Å.



In eV, the energy values for the records above are, in order, -12031.2966 -11096.7608 -22989.2865 -28224.6248 -20393.2954 -18529.0650 -36986.1467 -23238.9605 -19477.2731 -7824.7882.
In g mol⁻¹, the molar mass values for the records above are, in order, 126.13 114.12 382.65 400.01 262.05 238.02 230.21 205.05 267.52 93.13.